Entry 1:
Computed, not measured: a 2-piece molecular cluster, C9H15N2O3 overall at a distorted geometry, with the ωB97M-V functional and the def2-TZVPD basis.

Structure (ORCA input):
```
! RIJCOSX wB97M-V def2-TZVPD def2/J DEFGRID3
* xyz 1 1
C -3.15145 3.60748 0.63759
C -1.87953 3.59984 0.31066
C -1.33845 2.28859 0.13858
C 1.10630 2.07466 -0.63109
C 0.70332 -3.86703 -0.51532
C -0.08857 -2.92412 0.36310
C 1.99612 -3.15250 -0.72386
C 0.31533 -1.47524 -0.01094
C -1.14803 4.88229 0.04904
N -0.02016 2.08381 -0.24822
N 1.59253 -1.63021 -0.84966
O 2.09682 1.88667 -1.21823
O -1.97634 1.21527 0.48963
O 0.42372 -0.58947 1.09949
H -3.66855 4.40428 1.01189
H -3.66932 2.64860 0.80463
H 0.91428 -4.78861 0.09753
H 0.06325 -4.11263 -1.40065
H -1.10051 -2.97458 0.02167
H -0.14427 -3.10605 1.41678
H 2.55105 -3.26596 0.17661
H 2.68331 -3.38497 -1.47956
H -0.84003 4.95251 -1.02089
H -0.17921 4.99663 0.62515
H -1.81470 5.63920 0.30388
H 2.34531 -1.01174 -0.40783
H 1.44669 -1.29428 -1.78448
H -1.43013 0.43079 0.64371
H 0.49519 -1.28108 1.77080
*
```

The molecular weight comes out at 199.23 g mol⁻¹. As for the energy: -686.75162 a.u. The calculation puts the HOMO-LUMO gap (alpha / beta) at 3.783 / 3.782 eV. For the HOMO energy (alpha / beta), the calculation gives -9.262 / -9.262 eV.

Mulliken atomic charge list, values in e, 8 entries:
1. C -1.01
2. C 0.56
3. C 0.83
4. C 0.58
5. C -0.49
6. C -0.59
7. C -0.73
8. C -0.63

Entry 2:
Computed, not measured: a 11-piece molecular cluster, C24H76N6O11 overall at a distorted geometry, with the ωB97M-V functional and the def2-TZVPD basis.

Structure (ORCA input):
```
! RIJCOSX wB97M-V def2-TZVPD def2/J DEFGRID3
* xyz 1 2
C -9.46318 -8.66986 32.05011
C -8.91155 -7.49459 32.81364
C -7.63516 -7.88239 33.61566
O -6.76903 -8.69869 32.86913
C -5.40565 -8.91623 33.34648
N -8.44840 -6.52369 31.85963
H -10.52977 -8.50162 31.90118
H -9.30304 -9.57394 32.63755
H -8.94359 -8.82726 31.10494
H -9.65090 -6.97079 33.41954
H -7.83904 -8.51203 34.48174
H -7.22282 -6.99633 34.09832
H -4.88038 -9.79253 32.96663
H -5.36811 -9.04892 34.42772
H -4.74395 -8.10308 33.04809
H -9.19203 -6.31143 31.20997
H -7.81864 -7.05762 31.27789
C -17.06123 -11.56611 26.59997
C -15.83145 -11.31073 27.54267
C -14.54937 -11.86387 26.93904
O -13.52568 -11.86868 27.95490
C -12.22223 -11.72521 27.33306
N -15.74474 -9.91063 27.86572
H -17.95680 -11.03520 26.92277
H -17.29040 -12.62848 26.51653
H -16.81897 -11.18239 25.60893
H -15.91457 -11.98061 28.39849
H -14.31234 -11.27676 26.05179
H -14.76999 -12.88509 26.62834
H -11.95496 -12.40598 26.52484
H -11.36689 -11.85945 27.99524
H -12.10188 -10.72468 26.91767
H -16.67330 -9.59361 28.10526
H -15.18899 -9.86401 28.70778
C -7.54907 -13.93745 24.78836
C -8.04899 -12.54626 24.42041
C -7.79552 -11.57857 25.59936
O -8.15265 -10.24789 25.30042
C -9.53299 -9.95851 25.50566
N -7.36084 -12.13208 23.23722
H -7.68821 -14.63520 23.96260
H -8.10244 -14.38480 25.61405
H -6.47239 -13.92715 24.95797
H -9.10951 -12.55262 24.16868
H -6.72474 -11.38510 25.66332
H -8.26713 -11.88514 26.53301
H -9.82023 -10.26508 26.51145
H -10.21348 -10.43026 24.79680
H -9.64126 -8.89750 25.28064
H -6.42288 -12.50662 23.24331
H -7.16663 -11.14093 23.23363
C -6.12929 -13.50441 32.98084
C -7.65833 -13.37163 32.94245
C -8.10114 -12.14218 33.83739
O -8.29856 -12.59359 35.18826
C -8.40860 -11.48500 36.11172
N -7.95341 -13.04126 31.54020
H -5.80762 -13.87376 33.95460
H -5.54872 -12.62522 32.70145
H -5.85210 -14.37419 32.38523
H -8.27327 -14.20071 33.29252
H -9.06511 -11.76855 33.49206
H -7.50263 -11.23126 33.84790
H -8.82820 -11.77183 37.07595
H -9.19502 -10.91201 35.62045
H -7.53723 -10.83180 36.15812
H -8.94869 -13.18998 31.45420
H -7.53743 -13.61968 30.82431
C -6.86621 -7.06580 27.14767
C -5.75462 -8.15048 27.24510
C -4.31692 -7.68417 26.70026
O -4.46455 -7.48562 25.31361
C -3.28908 -7.78860 24.66024
N -5.76531 -8.48848 28.66268
H -7.73287 -7.24865 27.78295
H -7.15665 -6.99157 26.09971
H -6.58404 -6.06719 27.48120
H -6.12750 -8.99158 26.66062
H -3.58951 -8.43738 27.00299
H -4.03406 -6.74737 27.18036
H -3.39168 -7.53972 23.60400
H -3.03695 -8.84709 24.72455
H -2.48155 -7.16141 25.03792
H -6.57454 -9.07354 28.81425
H -5.92687 -7.65994 29.21723
C -14.96248 -10.18138 31.38437
C -13.43366 -10.18203 31.18913
C -12.76419 -11.59001 31.22157
O -12.83918 -11.96571 32.58945
C -12.15874 -13.17215 32.77326
N -13.28400 -9.58453 29.87814
H -15.44058 -9.21955 31.56993
H -15.28708 -10.80735 32.21557
H -15.42094 -10.59713 30.48711
H -13.01536 -9.64302 32.03918
H -11.73521 -11.43270 30.89819
H -13.28639 -12.21585 30.49788
H -12.52225 -13.93066 32.07999
H -12.39874 -13.73739 33.67381
H -11.09292 -13.11356 32.55262
H -13.46917 -10.27628 29.16590
H -12.31817 -9.43411 29.62390
O -9.21595 -11.04811 29.16170
H -8.47919 -10.84499 29.73803
H -9.63012 -10.20155 28.99422
O -8.91025 -14.05731 28.43422
H -8.93050 -13.17338 28.80096
H -9.43683 -14.58012 29.03888
O -5.00277 -11.89284 29.13135
H -5.22451 -12.52871 28.45110
H -5.81700 -11.41430 29.28710
O -6.97605 -10.34272 30.59988
H -7.11895 -10.98609 31.29407
H -6.82571 -9.51887 31.06346
O -10.39511 -8.50935 28.58504
H -10.88967 -7.90081 29.13396
H -10.17794 -8.00382 27.80178
*
```

The molecular weight comes out at 624.90 g mol⁻¹. As for the energy: -2115.67374 a.u. The calculation puts the HOMO-LUMO gap (alpha / beta) at 8.559 / 2.572 eV. For the HOMO energy (alpha / beta), the calculation gives -11.028 / -11.028 eV.

Mulliken atomic charge list, values in e, 8 entries:
1. C 0.12
2. C 0.31
3. C -1.08
4. O 0.00
5. C -0.99
6. N -0.80
7. H 0.44
8. H -0.53

Entry 3:
Computed, not measured: a single C10H9N3O molecule at a distorted geometry, with the ωB97M-V functional and the def2-TZVPD basis.

Structure (ORCA input):
```
! RIJCOSX wB97M-V def2-TZVPD def2/J DEFGRID3
* xyz 0 1
C -3.15176 -0.21950 0.06651
C -2.90869 1.12731 -0.28308
C -1.62251 1.49573 -0.54185
C -0.48170 0.65547 -0.25952
C 2.00132 0.54172 -0.20950
C 3.39395 -1.09155 -0.69293
C 4.32491 -0.54064 0.12367
C 3.98872 0.67967 0.77028
C -0.79493 -0.67055 0.06411
C -2.10733 -1.05146 0.22135
H -5.20538 0.21322 0.23233
H -4.66586 -1.07004 1.09359
H -3.75492 1.61674 -0.67496
H -1.49649 2.54967 -0.80258
H 3.69425 -1.99557 -1.28427
H 5.22137 -1.03044 0.21965
H 4.58260 1.05005 1.51081
H 0.02984 -1.39872 0.26318
H -2.25825 -2.02050 0.71047
N -4.60515 -0.58795 0.21705
N 2.18439 -0.54136 -0.95116
N 2.75980 1.17655 0.62678
O 0.87178 1.11214 -0.41991
*
```

Its structure (SMILES) is Nc1ccc(Oc2ncccn2)cc1. The molecular weight comes out at 187.20 g mol⁻¹. As for the energy: -625.91743 a.u. The calculation puts the HOMO-LUMO gap at 8.627 eV. For the HOMO energy, the calculation gives -8.176 eV.

Mulliken atomic charge list, values in e, 8 entries:
1. C 0.84
2. C -0.55
3. C -0.62
4. C 0.30
5. C 0.81
6. C -0.08
7. C -0.43
8. C -0.30

Entry 4:
Computed, not measured: a single C22H32N6O4S2 molecule at a distorted geometry, with the ωB97M-V functional and the def2-TZVPD basis.

Structure (ORCA input):
```
! RIJCOSX wB97M-V def2-TZVPD def2/J DEFGRID3
* xyz 0 1
C -3.11449 3.63430 0.24569
C -1.95354 4.10916 0.65339
C -0.71981 4.13425 -0.20626
N 0.24220 3.16718 0.27010
C 0.24238 1.82583 -0.00451
N 1.21133 1.23713 0.64472
N 1.85842 2.17327 1.35114
C 1.28297 3.32563 1.14346
C 1.72703 4.62307 1.71530
C 2.35591 4.40808 3.09389
C 2.85499 5.73024 3.66651
C 3.86575 6.37619 2.72415
C 3.24428 6.59468 1.34853
C 2.75086 5.27239 0.77119
H 3.59178 4.58728 0.64808
H 2.30456 5.43646 -0.21342
H 3.97800 7.03699 0.67205
H 2.40629 7.29129 1.43432
H 4.20252 7.32985 3.13496
H 4.73668 5.72495 2.62732
H 3.31320 5.55626 4.64140
H 2.00995 6.40839 3.81149
H 3.18194 3.70415 2.99131
H 1.62048 3.95980 3.76445
H 0.86265 5.28965 1.81600
S -1.02667 1.20182 -1.04964
C -0.57022 -0.44461 -1.39586
C 0.65806 -1.00116 -1.02660
C 0.92856 -2.32543 -1.29348
C -0.01697 -3.12771 -1.91959
C -1.21736 -2.60389 -2.32817
C -1.49143 -1.25851 -2.08308
N -2.73959 -0.72974 -2.51116
O -2.92366 0.46809 -2.34082
O -3.55174 -1.47722 -3.00977
H -1.94511 -3.21978 -2.83330
S 0.26334 -4.89342 -2.03320
O -0.34226 -5.42600 -3.21279
O 1.65582 -5.13576 -1.78538
N -0.67421 -5.36723 -0.74681
H -1.16504 -6.23108 -0.89277
C -0.14821 -5.10184 0.57679
C -0.91591 -3.95491 1.24789
H -1.80498 -4.33500 1.75078
H -1.24407 -3.26896 0.46802
C -0.04667 -3.21456 2.26469
N -0.80108 -2.21448 3.00196
C -1.11378 -1.05421 2.19119
H -1.71635 -1.35402 1.33638
H -0.21060 -0.53804 1.82989
H -1.69878 -0.35666 2.78902
C -0.10224 -1.81023 4.20609
H -0.72958 -1.11353 4.76000
H 0.07656 -2.68411 4.83048
H 0.86054 -1.32136 3.99393
H 0.33160 -3.94230 2.98735
H 0.82136 -2.76666 1.74726
H 0.90214 -4.82150 0.45163
H -0.18227 -6.00148 1.19410
H 1.87417 -2.76477 -1.01808
H 1.37287 -0.38787 -0.49893
H -0.25218 5.12223 -0.18365
H -0.97748 3.88231 -1.23865
H -1.82181 4.47944 1.66167
H -3.97457 3.61665 0.89242
H -3.25228 3.24351 -0.74883
*
```

Its structure (SMILES) is C=CCn1c(Sc2ccc(S(=O)(=O)NCCCN(C)C)cc2[N+](=O)[O-])nnc1C1CCCCC1. The molecular weight comes out at 508.67 g mol⁻¹. As for the energy: -2283.24878 a.u. The calculation puts the HOMO-LUMO gap at 7.491 eV. For the HOMO energy, the calculation gives -8.464 eV.

Mulliken atomic charge list, values in e, 8 entries:
1. C -0.86
2. C 0.21
3. C -1.12
4. N 0.44
5. C 0.72
6. N -0.15
7. N -1.07
8. C -0.19

Entry 5:
Computed, not measured: C2H8N2O2 as an isolated structure, with the ωB97M-V functional and the def2-TZVPD basis.

Structure (ORCA input):
```
! RIJCOSX wB97M-V def2-TZVPD def2/J DEFGRID3
* xyz 0 1
C -0.29062 -2.29100 0.41795
N -0.14741 -0.94579 0.97887
H -0.08837 -3.07382 1.14834
H -1.26649 -2.43045 -0.03807
H 0.46678 -2.39028 -0.35980
H -0.57274 -0.04203 0.15862
H 0.81864 -0.62912 1.03332
H -0.60114 -0.82289 1.87423
N 0.18051 2.85533 -0.98014
C 0.34846 1.54850 -0.55281
O 1.42992 1.14725 -0.12345
O -0.73924 0.82493 -0.63564
H 1.04006 3.28246 -1.28941
H -0.57835 2.96693 -1.63202
*
```

The molecular weight comes out at 92.10 g mol⁻¹. As for the energy: -341.02679 a.u. The calculation puts the HOMO-LUMO gap at 10.370 eV. For the HOMO energy, the calculation gives -9.590 eV.

Mulliken atomic charge list, values in e, 8 entries:
1. C -0.82
2. N -0.48
3. H 0.32
4. H 0.30
5. H 0.30
6. H 0.43
7. H 0.35
8. H 0.26

Entry 6:
Computed, not measured: a single C5H12N2 molecule at a distorted geometry, with the ωB97M-V functional and the def2-TZVPD basis.

Structure (ORCA input):
```
! RIJCOSX wB97M-V def2-TZVPD def2/J DEFGRID3
* xyz 0 1
C -0.44960 -0.07053 0.71372
C -0.61609 1.42866 0.83969
C 0.54635 2.19321 0.20455
C 1.67845 2.37286 0.87976
N -0.38801 -0.43555 -0.72370
C -0.80360 -1.75128 -1.07452
N 0.25914 -2.77940 -0.93333
H 0.45906 -0.47441 1.16828
H -1.34607 -0.60771 1.02828
H -0.70711 1.76779 1.87074
H -1.51845 1.69518 0.28668
H 0.37095 2.58613 -0.78667
H 2.42857 3.09868 0.58100
H 1.88534 1.70268 1.71130
H 0.44394 -0.11329 -1.19192
H -1.63125 -2.08340 -0.45903
H -1.09595 -1.74766 -2.12818
H 0.40844 -3.31901 -1.77612
H 0.07589 -3.46293 -0.21053
*
```

Its structure (SMILES) is C=CCCNCN. The molecular weight comes out at 100.16 g mol⁻¹. As for the energy: -307.16709 a.u. The calculation puts the HOMO-LUMO gap at 9.684 eV. For the HOMO energy, the calculation gives -8.541 eV.

Mulliken atomic charge list, values in e, 8 entries:
1. C -0.52
2. C -0.72
3. C -0.30
4. C -0.68
5. N -0.30
6. C -0.51
7. N -0.58
8. H 0.26